1.
# C10H8N2S

C10H8N2S in the gas phase (ωB97M-V/def2-TZVPD, the Open Molecules 2025 dataset).

Results
- Energy above the lowest of the compared OMol25 structures with the same formula, charge and spin: 65.1 kcal/mol
- Max |F|: 0.2939 Eh/bohr
- HOMO energy: -9.368 eV
- Total energy: -24309.83251 eV
- Structure (SMILES): N#CC(C#N)SCc1ccccc1
- Molar mass: 188.3 g mol⁻¹
- Kohn-Sham gap: 9.05 eV

Geometry (Å):
C -0.63704 -2.26403 1.26022
C 0.57610 -1.55974 1.79228
C 1.26747 -1.18298 -0.88657
C 0.27980 0.09587 -0.96020
C 0.94072 1.38696 -0.85210
C 0.24983 2.65451 -0.86024
C -1.07508 2.51632 -0.99975
C -1.77202 1.23106 -1.00989
C -1.09401 -0.01458 -0.93680
C 0.81294 -1.92268 3.14171
H 0.17509 -0.43842 2.02245
H 0.70807 -1.99094 -1.46516
H 2.28508 -1.04971 -1.47929
H 2.02392 1.44966 -0.55332
H 0.58683 3.69151 -0.98028
H -1.72017 3.46982 -1.15998
H -2.80576 1.07874 -1.19143
H -1.80468 -0.98805 -1.02568
N -1.67347 -2.72402 0.87263
N 0.63265 -1.69326 4.44531
S 2.04370 -1.74605 0.82608

2.
# C10H8N6O4

C10H8N6O4 in the gas phase (ωB97M-V/def2-TZVPD, the Open Molecules 2025 dataset).

Results
- Max |F|: 0.0768 Eh/bohr
- HOMO energy: -9.882 eV
- Total energy: -27629.05992 eV
- Structure (SMILES): CCOC(=O)[C@@H](C#N)c1nc2nc(=O)[nH]c(=O)c-2n[nH]1
- Molar mass: 276.2 g mol⁻¹
- Kohn-Sham gap: 8.36 eV

Geometry (Å):
N -3.18282 1.90648 -1.02240
O 2.66041 2.25796 5.04598
O 1.63451 -1.88185 4.12072
O 0.57847 0.55408 -2.89404
C -2.05134 1.66525 -1.00331
N 1.47382 2.02632 3.15855
N 0.23659 -1.06719 1.68446
N 0.47897 1.73938 1.11238
O -1.04460 -0.82458 -2.02674
C 2.13393 1.50137 4.25650
C 1.60204 -0.73228 3.72963
C -0.32868 0.32777 -2.10012
C 0.98199 1.17642 2.27425
C 0.88412 -0.30506 2.53697
C -0.15406 0.92398 0.30046
N -0.35456 -0.41476 0.63651
N 2.30976 0.17326 4.48487
C -0.61862 1.40208 -1.05352
C -1.66544 -1.36604 -4.28613
C -0.87286 -1.81110 -3.06452
H -0.78291 -1.00708 -0.07864
H 2.75476 -0.13890 5.33508
H -0.04417 2.30103 -1.30414
H -2.72667 -1.24374 -4.04487
H -1.35495 -0.37683 -4.65853
H -1.57148 -2.10200 -5.07703
H 0.18242 -1.87379 -3.34352
H -1.15866 -2.81019 -2.71884

3.
# C10H8NO2S

2 unconnected molecules or ions with the total composition C10H8NO2S (ωB97M-V/def2-TZVPD, the Open Molecules 2025 dataset).

Results
- Charge: -1
- Energy above the lowest of the compared OMol25 structures with the same formula, charge and spin: 97.1 kcal/mol
- Max |F|: 0.0798 Eh/bohr
- HOMO energy: -3.514 eV
- Total energy: -26916.11398 eV
- Molar mass: 206.2 g mol⁻¹
- Kohn-Sham gap: 7.01 eV

Geometry (Å):
C -0.67529 0.05403 3.40676
C -0.14063 -1.25485 3.41208
C -0.55702 0.84508 2.31307
C 0.38610 -1.76770 2.19708
C -0.10865 0.27854 1.08974
C 0.25338 -1.02097 1.05870
C -0.15319 0.94311 -0.33155
C 0.02531 -0.05777 -1.26091
C 0.70568 0.53689 -3.28444
C 0.10115 1.84259 -3.50605
N -0.23909 -2.67883 -0.84244
O 1.69825 0.09569 -3.78462
O -0.43930 2.14142 -0.42908
S 0.80659 -1.52083 -0.59185
H -1.11401 0.57045 4.22757
H -0.24449 -1.72226 4.40601
H -0.78366 1.83183 2.20988
H 0.85141 -2.79445 2.00079
H -1.01120 1.87296 -3.24251
H 0.05270 2.24848 -4.47456
H 0.61265 2.61790 -2.81648
H -0.02670 -3.06130 -1.75718

4.
# C10H98BrNO39P

38 unconnected molecules or ions with the total composition C10H98BrNO39P (ωB97M-V/def2-TZVPD, the Open Molecules 2025 dataset).

Results
- Charge: -1
- Max |F|: 0.0378 Eh/bohr
- HOMO energy: -4.636 eV
- Total energy: -172636.39388 eV
- Molar mass: 967.7 g mol⁻¹
- Kohn-Sham gap: 5.99 eV

Geometry (Å):
N 7.61646 -0.97014 -1.19022
C 6.18461 -1.26795 -1.45790
C 5.49839 -1.95983 -0.28010
C 4.26886 -2.80686 -0.66161
C 2.94234 -2.10843 -0.23669
C 1.79676 -2.48077 -1.19816
C 0.41048 -2.51103 -0.55188
C -0.50017 -3.56552 -1.23760
O -1.79928 -3.04529 -1.32493
P -1.97086 -1.31266 -0.96154
C -3.72908 -1.42364 -1.67084
C -4.93021 -1.09007 -0.75937
C -5.35246 0.36901 -0.64896
Br -4.39650 1.48570 0.68222
O -0.25233 -1.28882 -0.44851
H 8.17686 -1.32071 -1.94880
H 7.72779 0.03297 -1.22370
H 5.67733 -0.31643 -1.64827
H 6.09401 -1.85365 -2.37750
H 5.19624 -1.21617 0.45285
H 6.24883 -2.59244 0.20612
H 4.22855 -3.02775 -1.73235
H 4.34862 -3.74997 -0.11990
H 3.12578 -1.03371 -0.21118
H 2.64968 -2.47093 0.75130
H 2.01305 -3.50346 -1.53442
H 1.82189 -1.84166 -2.08592
H 0.57624 -2.92010 0.45969
H -0.16636 -3.95477 -2.20549
H -0.49881 -4.43990 -0.57139
H -1.49218 -1.02597 -2.32172
H -1.98108 0.09837 -0.76303
H -2.42199 -1.61602 0.36951
H -3.78486 -0.89001 -2.62496
H -3.85994 -2.48174 -1.91993
H -4.81641 -1.52627 0.23643
H -5.78913 -1.59988 -1.21266
H -6.37432 0.38353 -0.26979
H -5.36597 0.88354 -1.60717
O -1.27424 2.04221 1.19018
H -0.66792 1.32948 0.91376
H -1.02380 2.79028 0.63162
O -2.31605 4.70465 2.34459
H -2.17101 3.78408 2.08659
H -1.44156 5.00512 2.60726
O -3.60555 -5.16782 -1.44585
H -2.95478 -4.46159 -1.62098
H -3.95062 -5.41435 -2.31158
O -0.58610 5.04097 5.10816
H -0.85585 5.70440 5.75555
H -1.14737 4.27014 5.27940
O 4.07068 3.50440 2.30155
H 4.59453 4.14301 2.79296
H 3.16976 3.60374 2.63236
O 9.09688 -0.05931 -3.61781
H 10.01983 0.11854 -3.84097
H 8.62486 0.73288 -3.89291
O -8.40372 1.79544 0.93817
H -7.47876 2.00305 0.76274
H -8.88715 2.47950 0.46551
O 1.67351 4.46068 3.59449
H 2.13603 5.09688 4.15127
H 0.75793 4.50223 3.90570
O 1.04741 -4.43056 -4.31381
H 1.18373 -3.51333 -4.57633
H 0.45692 -4.79508 -4.98125
O 12.14412 -0.52434 -2.86468
H 12.78335 -1.15393 -3.21130
H 11.84193 -0.92302 -2.04239
O 9.00590 1.47948 -0.00928
H 9.86436 1.19176 -0.33462
H 8.77070 0.81435 0.64730
O 5.80033 -5.25518 0.86810
H 5.72747 -4.74921 1.68326
H 5.10837 -5.92480 0.93410
O -2.12015 -3.19265 -4.26507
H -1.22779 -3.39659 -4.55509
H -2.07798 -3.34057 -3.30260
O -1.35216 2.53464 4.09943
H -1.38836 2.14488 3.21176
H -1.22828 1.76989 4.67907
O 1.06034 2.29944 6.16072
H 1.96539 2.52061 5.91147
H 0.52205 2.92437 5.66085
O 5.49166 -7.64382 -0.77381
H 6.07938 -6.88001 -0.81869
H 5.13648 -7.72925 -1.66356
O -3.69541 -5.31698 1.45363
H -3.83063 -5.04998 0.53056
H -4.58634 -5.34839 1.82302
O 3.64994 2.03274 7.46504
H 2.87254 1.68756 7.91801
H 4.39821 1.63895 7.92249
O 0.36388 3.95634 -0.30641
H 1.27788 4.20207 -0.48274
H -0.16140 4.60047 -0.79263
O 1.18892 7.11706 1.98279
H 2.11176 7.38948 1.92907
H 1.21341 6.32709 2.54181
O -0.83153 0.23632 6.12571
H -0.74469 -0.67206 5.81706
H 0.07692 0.52311 6.31054
O -6.36505 -5.86694 2.73706
H -6.96299 -6.58441 2.95996
H -6.88438 -5.06122 2.85259
O 10.05780 0.54871 -6.30282
H 9.88463 0.43058 -7.24143
H 10.05311 -0.34569 -5.94322
O -7.26274 -2.59675 -2.53802
H -7.33674 -2.83442 -3.46806
H -7.23070 -3.44494 -2.07956
O -5.70412 -5.93875 -3.37403
H -5.84731 -6.23601 -4.27784
H -5.75675 -6.74099 -2.84276
O -3.61061 1.64151 6.21720
H -3.00632 0.92795 5.98005
H -3.41046 2.33416 5.57800
O -6.95189 2.56313 -3.40680
H -6.86758 1.67932 -3.77638
H -6.04889 2.79267 -3.15256
O 10.34641 -3.07893 -3.30713
H 9.89292 -3.92754 -3.29886
H 9.70820 -2.46710 -2.92284
O -3.90396 2.69604 -4.17692
H -3.31489 1.97907 -4.44176
H -3.64088 3.43933 -4.72908
O -5.35990 4.82918 0.24392
H -5.26791 3.94056 -0.12270
H -4.46874 5.05107 0.53582
O -10.39489 -2.46295 -1.77023
H -9.46515 -2.26608 -1.95054
H -10.87421 -1.73138 -2.16885
O 2.68420 7.46355 -0.69963
H 2.92354 8.39177 -0.78691
H 1.93137 7.46536 -0.09417
O 4.49543 6.03598 -2.68586
H 5.17170 6.66971 -2.94027
H 3.93807 6.51054 -2.05467
O -8.41958 -3.37286 3.20517
H -8.36625 -2.61910 3.80137
H -9.26651 -3.78385 3.40277
O -3.84158 -1.24834 2.98057
H -3.25888 -1.95359 2.67452
H -3.60612 -0.50062 2.41472
O -5.00716 1.62079 -6.67930
H -5.18313 2.24152 -5.96130
H -5.63948 0.90958 -6.54334
O -0.98027 7.96864 5.46018
H -0.53609 8.79245 5.24041
H -1.19310 7.57473 4.60579

5.
# C10H9BaCl2NO

A molecular structure, C10H9BaCl2NO (ωB97M-V/def2-TZVPD, the Open Molecules 2025 dataset).

Results
- Max |F|: 0.1638 Eh/bohr
- HOMO energy: -6.752 eV
- Total energy: -39787.32548 eV
- Molar mass: 367.4 g mol⁻¹
- Kohn-Sham gap: 6.00 eV

Geometry (Å):
Ba 1.39260 -0.57663 -1.03115
C 3.38995 -0.74813 -4.49874
H 2.43998 -0.58267 -5.08975
H 4.05550 0.13678 -4.39264
H 3.94774 -1.50335 -5.07436
H 3.10322 -1.11916 -3.50682
H 2.53865 -1.36268 -0.13318
Cl 1.11298 3.90889 1.32981
C 0.07935 2.48813 1.42721
C -0.99257 2.50917 2.31728
C -1.86190 1.42647 2.46169
Cl -3.17002 1.60183 3.63258
C -1.68812 0.24757 1.70689
C -2.56498 -0.85093 1.85369
C -2.38930 -2.02601 1.11683
C -1.32744 -2.13037 0.22624
N -0.48762 -1.08144 0.08786
C -0.61385 0.14522 0.78924
C 0.34394 1.36844 0.63313
O 1.47654 1.46487 -0.22830
H -1.15485 3.39598 2.91795
H -3.39676 -0.81606 2.54403
H -3.06973 -2.85706 1.24742
H -1.16332 -3.03888 -0.33692

6.
# C10H9Br2NOZr

A molecular structure, C10H9Br2NOZr (ωB97M-V/def2-TZVPD, the Open Molecules 2025 dataset).

Results
- Charge: +2
- Energy above the lowest of the compared OMol25 structures with the same formula, charge and spin: 16.6 kcal/mol
- Max |F|: 0.1027 Eh/bohr
- HOMO energy (alpha / beta): -15.415 / -15.415 eV
- Total energy: -155399.40945 eV
- Molar mass: 410.2 g mol⁻¹
- Kohn-Sham gap (alpha / beta): 5.44 / 5.44 eV

Geometry (Å):
Zr -0.18898 -0.50268 -2.23125
C -1.77419 -1.35247 -3.53175
H -2.59743 -1.83302 -2.99441
H -2.21391 -0.54512 -4.13727
H -1.35947 -2.09264 -4.23695
H 1.36860 0.45783 -1.71583
H 1.50539 0.39913 -2.54251
Br -2.04953 3.67890 -0.10547
C -1.11545 2.27817 0.73671
C -0.42900 2.48051 1.94248
C 0.33059 1.48035 2.53118
Br 1.38865 1.87899 4.09516
C 0.49659 0.20399 1.90691
C 1.43762 -0.78029 2.25123
C 1.58666 -1.92437 1.48494
C 0.90025 -2.05199 0.27857
N 0.09315 -1.04536 -0.15571
C -0.20764 0.01003 0.68882
C -0.92049 1.07102 0.05465
O -1.06558 0.99502 -1.28433
H -0.44350 3.45607 2.40699
H 2.03981 -0.61216 3.13951
H 2.25924 -2.72716 1.79896
H 0.95861 -2.92274 -0.38062